12
Properties=species:S:1:pos:R:3:mulliken_charge:R:1 method="wB97M-V/def2-TZVPD" de_lowest_kj_mol=749.39 orbital_gap_ev=8.27
C -0.113 -1.026 0.145 0.659
H -0.420 1.395 1.746 0.217
H 1.643 1.055 0.589 0.352
H -1.749 1.089 -1.406 0.307
H 2.818 -0.567 -0.296 0.368
N 0.338 1.504 0.422 -0.617
N -0.221 0.298 -0.284 0.327
N -1.623 0.479 -0.605 -0.115
N -2.122 -0.664 -0.169 -0.241
N -1.351 -1.580 0.426 -0.320
N 1.005 -1.518 -0.067 -0.425
O 1.796 -0.467 -0.501 -0.512



8
Properties=species:S:1:pos:R:3:mulliken_charge:R:1 method="wB97M-V/def2-TZVPD" total_charge=-1 de_lowest_kj_mol=597.92 orbital_gap_ev="7.50 / 3.47"
C 1.195 -0.528 -1.483 -0.406
N -0.772 1.111 1.719 -0.500
O -1.473 -0.027 1.125 -0.432
O 0.747 0.587 -2.000 -0.558
H 1.629 -0.614 -0.518 0.299
H 0.817 -1.534 -1.756 0.186
H -0.913 0.929 2.711 0.082
H -1.231 0.077 0.202 0.328



8
Properties=species:S:1:pos:R:3:mulliken_charge:R:1 method="wB97M-V/def2-TZVPD" total_charge=+1 de_lowest_kj_mol=478.20 orbital_gap_ev=11.20
C -2.240 0.145 0.048 0.073
N -1.293 -0.260 -0.388 0.118
O 1.393 -0.622 -0.033 -0.442
O 1.507 0.830 -0.050 -0.330
H -0.280 -0.621 -0.327 0.433
H -3.280 0.200 0.394 0.358
H 2.354 1.142 -0.510 0.380
H 1.839 -0.814 0.866 0.410



8
Properties=species:S:1:pos:R:3:mulliken_charge:R:1 method="wB97M-V/def2-TZVPD" total_charge=+1 de_lowest_kj_mol=827.79 orbital_gap_ev="9.80 / 9.78"
C -0.665 -0.211 -0.247 0.187
N 0.763 0.163 0.306 -0.475
O -1.626 0.570 0.233 -0.172
O -0.982 0.679 -1.129 -0.176
H -0.895 -2.203 -0.572 0.393
H 0.804 1.302 0.507 0.445
H 1.603 -0.092 -0.344 0.411
H 0.997 -0.209 1.247 0.387



9
Properties=species:S:1:pos:R:3:mulliken_charge:R:1 method="wB97M-V/def2-TZVPD" de_lowest_kj_mol=119.05 orbital_gap_ev=9.77
N 1.989 -1.184 0.243 -0.382
P 2.321 0.421 -0.096 0.206
O 1.090 1.199 0.038 -0.344
H 1.317 -1.746 0.815 0.257
H 2.903 -1.631 0.214 0.265
C -1.483 1.072 0.245 -0.015
O -1.776 -0.095 -0.059 -0.470
H -1.520 1.835 -0.411 0.255
H -1.286 1.354 1.223 0.227



9
Properties=species:S:1:pos:R:3:mulliken_charge:R:1 method="wB97M-V/def2-TZVPD" total_charge=-1 de_lowest_kj_mol=543.85 orbital_gap_ev="5.93 / 7.64"
C -0.899 -1.659 0.056 -0.753
N 2.040 1.247 0.233 -0.553
O -1.859 0.630 0.925 -0.594
O -1.001 0.525 -1.397 -0.547
S -0.878 0.059 -0.006 0.567
H -0.087 -2.064 -0.536 0.245
H -0.878 -2.003 1.083 0.231
H 1.453 2.063 0.429 0.200
H 2.108 1.202 -0.786 0.203



9
Properties=species:S:1:pos:R:3:mulliken_charge:R:1 method="wB97M-V/def2-TZVPD" total_charge=+1 de_lowest_kj_mol=66.67 orbital_gap_ev=9.55
N 0.439 -0.516 0.856 -0.252
C -0.214 0.383 -0.185 0.500
O -0.063 -0.513 -1.414 -0.493
O -1.278 1.057 0.168 -0.258
S -0.079 2.121 -0.268 0.061
H 0.739 -0.050 1.637 0.337
H 1.059 -0.984 0.152 0.405
H -0.119 -1.294 1.264 0.353
H -0.485 -0.205 -2.211 0.346



9
Properties=species:S:1:pos:R:3:mulliken_charge:R:1 method="wB97M-V/def2-TZVPD" total_charge=-1 de_lowest_kj_mol=268.66 orbital_gap_ev=8.54
C -0.436 1.517 1.432 0.641
N -0.019 0.312 1.500 -0.655
O -0.668 2.307 2.318 -0.673
O -0.692 1.730 0.050 -0.394
Si -0.152 0.296 -0.658 0.467
H 0.702 0.238 2.900 0.222
H 1.187 0.486 -0.877 -0.196
H -0.817 0.372 -2.116 -0.246
H -0.734 -0.975 -0.380 -0.166



9
Properties=species:S:1:pos:R:3:mulliken_charge:R:1 method="wB97M-V/def2-TZVPD" total_charge=-1 de_lowest_kj_mol=23.11 orbital_gap_ev=8.88
N -0.822 1.912 -0.500 -0.584
C -0.138 0.608 -0.383 0.613
O -0.286 0.037 0.722 -0.805
O 0.405 0.228 -1.419 -0.697
H -0.476 2.303 -1.374 0.239
H -0.587 2.644 0.160 0.199
H -0.023 -2.627 1.842 0.254
H 0.458 -1.416 1.142 0.481
O 0.690 -2.385 1.241 -0.699



8
Properties=species:S:1:pos:R:3:mulliken_charge:R:1 method="wB97M-V/def2-TZVPD" de_lowest_kj_mol=420.85 orbital_gap_ev="8.91 / 8.90"
N -0.325 -1.216 0.478 -0.359
C -0.901 -0.104 0.126 0.399
O -2.431 -0.329 -0.534 -0.630
P -0.167 1.563 0.324 -0.185
H -0.796 -2.134 0.164 0.300
H 0.725 -1.062 0.612 0.287
H 0.195 1.788 -1.038 0.088
H -1.236 2.379 0.090 0.100



9
Properties=species:S:1:pos:R:3:mulliken_charge:R:1 method="wB97M-V/def2-TZVPD" de_lowest_kj_mol=352.09 orbital_gap_ev="8.08 / 8.20"
C 0.733 -0.524 -1.057 -0.490
N -1.243 0.018 1.122 0.059
O -0.988 -1.039 0.512 -0.400
P 0.515 1.149 -0.851 -0.049
S -1.441 1.401 0.136 -0.054
H 1.392 -0.956 -0.390 0.304
H 0.413 -1.281 -1.768 0.332
H -0.814 0.225 1.993 0.264
H 1.433 1.005 0.301 0.033



7
Properties=species:S:1:pos:R:3:mulliken_charge:R:1 method="wB97M-V/def2-TZVPD" de_lowest_kj_mol=240.21 orbital_gap_ev=9.30
C 0.805 -0.558 0.826 -0.206
O 1.247 -0.910 -0.355 -0.342
O -1.514 0.894 -0.641 -0.652
H -1.911 0.618 0.186 0.339
H 1.636 -0.604 1.542 0.125
H 0.507 -0.819 -1.050 0.437
H -0.770 1.381 -0.508 0.299



9
Properties=species:S:1:pos:R:3:mulliken_charge:R:1 method="wB97M-V/def2-TZVPD" total_charge=-1 de_lowest_kj_mol=414.63 orbital_gap_ev="6.47 / 6.48"
C 0.325 -0.336 -0.471 -0.604
O -2.109 1.188 -0.511 -0.580
O -1.415 -0.125 1.502 -0.504
P -1.388 -0.021 -0.198 0.271
S 2.712 0.858 -0.136 -0.585
H 0.711 -0.702 -1.399 0.415
H 0.308 -1.100 0.346 0.293
H -2.080 0.402 1.945 0.277
H 2.938 -0.164 -1.079 0.018



9
Properties=species:S:1:pos:R:3:mulliken_charge:R:1 method="wB97M-V/def2-TZVPD" total_charge=-1 de_lowest_kj_mol=344.83 orbital_gap_ev=7.04
C 0.425 -0.438 0.663 -0.558
O -0.936 -0.564 -1.604 -0.561
O -1.183 1.449 0.019 -0.508
P -1.186 -0.313 -0.181 0.007
S 2.007 -0.396 -0.959 -0.411
H 0.632 -1.408 1.267 0.289
H 0.665 0.446 1.373 0.205
H -1.237 1.687 0.961 0.271
H 0.812 -0.462 -1.538 0.265



9
Properties=species:S:1:pos:R:3:mulliken_charge:R:1 method="wB97M-V/def2-TZVPD" de_lowest_kj_mol=20.97 orbital_gap_ev=9.54
O 0.512 0.951 -2.050 -0.408
C 0.316 -0.220 -1.929 0.203
O 0.935 -0.857 -0.881 -0.419
H -0.353 -0.844 -2.526 0.333
H 1.058 -1.813 -1.024 0.322
S -0.098 0.637 3.081 -0.175
S -0.858 1.439 1.365 -0.137
H -1.195 0.071 3.543 0.153
H -0.318 0.636 0.421 0.129



8
Properties=species:S:1:pos:R:3:mulliken_charge:R:1 method="wB97M-V/def2-TZVPD" de_lowest_kj_mol=172.35 orbital_gap_ev=11.22
O 0.272 -0.521 -0.874 -0.472
C 0.454 -0.615 0.316 0.204
O 1.657 -0.581 0.886 -0.465
H -0.229 -1.018 1.035 0.391
H 2.371 -0.085 0.249 0.392
O -1.383 1.169 -0.442 -0.634
H -1.010 0.217 -0.381 0.348
H -2.132 1.434 -0.788 0.236



9
Properties=species:S:1:pos:R:3:mulliken_charge:R:1 method="wB97M-V/def2-TZVPD" de_lowest_kj_mol=263.89 orbital_gap_ev=11.10
C -0.259 -0.863 -1.361 -0.924
H -0.359 -0.370 -2.326 0.341
H 0.785 -1.378 -1.218 0.318
H -1.044 -1.390 -1.217 0.366
H 1.499 1.202 0.861 0.451
O 1.203 0.913 -0.322 -0.465
O 0.260 -1.001 1.033 -0.536
O -1.213 0.863 0.510 -0.543
S -0.083 0.057 0.144 0.993



10
Properties=species:S:1:pos:R:3:mulliken_charge:R:1 method="wB97M-V/def2-TZVPD" total_charge=-1 de_lowest_kj_mol=152.67 orbital_gap_ev=7.75
C -0.233 -0.951 0.090 0.268
O -1.614 -0.186 -0.401 -0.490
O -0.031 1.790 0.975 -0.730
O 1.909 0.768 -0.146 -0.486
O -0.444 -1.781 0.990 -0.719
P 0.331 0.720 0.003 0.659
H 0.064 -1.416 -1.025 0.048
H 2.219 0.599 0.733 0.286
H -2.267 -0.477 0.117 0.210
H 0.067 0.933 -1.335 -0.046



11
Properties=species:S:1:pos:R:3:mulliken_charge:R:1 method="wB97M-V/def2-TZVPD" total_charge=-2 de_lowest_kj_mol=278.54 orbital_gap_ev=5.37
C -0.502 0.972 -0.122 -0.541
O -2.665 -0.577 -0.803 -0.770
O -0.207 -1.482 -0.368 -0.485
O -1.659 -0.724 1.615 -0.749
O 1.079 0.617 -0.770 -0.120
P 1.426 -0.897 -0.362 -1.298
P -1.482 -0.556 0.131 0.895
H -0.423 1.753 0.593 0.295
H -0.849 1.604 -0.863 0.272
H 3.731 -0.057 -0.143 0.410
H 1.550 -0.653 1.093 0.091



10
Properties=species:S:1:pos:R:3:mulliken_charge:R:1 method="wB97M-V/def2-TZVPD" de_lowest_kj_mol=709.18 orbital_gap_ev=11.59
O -1.837 -0.482 -1.793 -0.429
C -0.997 0.318 -1.668 0.928
O 0.192 0.659 -1.992 -0.244
O -0.685 1.469 -1.150 -0.253
O -0.366 -0.775 0.423 -0.463
Si 0.889 -0.039 1.191 0.616
H -0.722 -1.418 1.003 0.326
H 1.841 -0.814 0.652 -0.141
H 0.591 -0.250 2.483 -0.195
H 1.095 1.333 0.851 -0.146